1.
{
  "formula": "C3H7N5",
  "method": "ωB97M-V with the def2-TZVPD basis set",
  "charge": 0,
  "energy_ev": -10669.7114,
  "homo_ev": -7.4,
  "spin_multiplicity": 1,
  "relative_energy_kcal_mol": 121.98,
  "orbital_gap_ev": 8.3,
  "species": ["C", "C", "C", "N", "N", "N", "N", "N", "H", "H", "H", "H", "H", "H", "H"],
  "xyz": [[-1.389, 1.334, 0.508], [2.064, 0.399, -1.001], [1.395, -1.384, 0.378], [-1.098, 0.012, 0.374], [-2.714, 1.239, 0.237], [-2.149, -0.793, 0.014], [-3.196, -0.108, -0.042], [2.062, -0.264, 0.111], [1.410, 0.058, -1.819], [-0.180, -0.373, 0.288], [2.377, 1.323, -1.152], [1.326, -1.707, 1.388], [0.814, -1.754, -0.401], [2.704, 0.047, 0.880], [-3.426, 1.970, 0.236]],
  "lowdin_charge": [-0.110, -0.038, -0.106, -0.051, -0.050, -0.025, 0.017, -0.157, 0.089, 0.006, 0.010, 0.062, 0.049, 0.189, 0.115]
}

2.
{
  "formula": "C3H7N5",
  "method": "ωB97M-V with the def2-TZVPD basis set",
  "charge": 0,
  "energy_ev": -10671.8283,
  "smiles": "[H]/N=c1\\[nH]cnn1NC",
  "homo_ev": -7.9,
  "spin_multiplicity": 1,
  "relative_energy_kcal_mol": 73.16,
  "orbital_gap_ev": 8.4,
  "species": ["C", "C", "C", "H", "H", "H", "H", "H", "H", "H", "N", "N", "N", "N", "N"],
  "xyz": [[0.125, -1.839, -1.775], [1.179, 1.369, 0.770], [-0.841, 0.641, 0.270], [0.931, -1.272, -2.308], [-0.859, -1.395, -2.101], [0.379, -2.870, -1.962], [-0.331, -2.231, 0.396], [1.931, 2.080, 0.907], [-0.546, 2.362, 1.607], [-2.640, 1.157, 0.679], [0.262, -1.696, -0.280], [0.242, -0.343, 0.055], [1.461, 0.237, 0.211], [-0.136, 1.628, 0.786], [-2.064, 0.337, 0.255]],
  "lowdin_charge": [-0.091, -0.226, -0.491, 0.079, 0.082, 0.058, 0.136, 0.096, 0.256, 0.073, -0.062, -0.164, 0.102, 0.068, 0.081]
}

3.
{
  "formula": "C3H7N5O",
  "method": "ωB97M-V with the def2-TZVPD basis set",
  "charge": 0,
  "energy_ev": -12713.8474,
  "homo_ev": -8.9,
  "spin_multiplicity": 1,
  "relative_energy_kcal_mol": 202.94,
  "orbital_gap_ev": 8.8,
  "species": ["C", "C", "C", "H", "H", "H", "H", "H", "H", "H", "N", "N", "N", "N", "N", "O"],
  "xyz": [[2.221, 1.124, 0.544], [0.321, -0.741, 0.000], [-1.827, -0.808, 0.179], [3.414, 1.567, 1.169], [1.623, 1.906, -0.339], [1.487, 0.691, 1.493], [3.401, -0.261, 0.145], [-2.799, -1.371, 0.347], [-1.997, 0.985, 1.272], [-2.147, 2.248, -0.129], [2.551, 0.001, -0.415], [1.530, -1.080, -0.215], [-0.738, -1.451, 0.496], [-1.742, 0.332, -0.546], [-2.348, 1.148, 0.238], [-0.255, 0.517, -0.651]],
  "lowdin_charge": [-0.211, -0.419, -0.190, 0.157, 0.129, 0.109, 0.080, 0.165, 0.144, 0.205, -0.142, 0.073, 0.164, -0.203, 0.000, -0.060]
}

4.
{
  "formula": "C3H7N5O",
  "method": "ωB97M-V with the def2-TZVPD basis set",
  "charge": 0,
  "energy_ev": -12716.5014,
  "homo_ev": [-8.2, -8.3],
  "spin_multiplicity": 1,
  "relative_energy_kcal_mol": 141.74,
  "orbital_gap_ev": [8.2, 8.4],
  "species": ["C", "C", "C", "N", "N", "N", "N", "N", "O", "H", "H", "H", "H", "H", "H", "H"],
  "xyz": [[-3.530, 0.590, 0.296], [1.411, -1.440, 0.327], [1.017, -0.227, -0.411], [-3.858, -0.653, 0.302], [-2.284, 0.706, -0.048], [-2.775, -1.334, -0.112], [-1.778, -0.575, -0.210], [0.130, 1.887, -0.176], [0.710, 0.807, 0.304], [-4.145, 1.429, 0.411], [2.264, -2.037, -0.095], [0.436, -2.034, 0.345], [1.687, -1.129, 1.350], [1.056, -0.359, -1.548], [0.133, 2.569, 0.586], [-1.678, 1.512, -0.441]],
  "lowdin_charge": [-0.240, -0.071, -0.179, 0.010, 0.021, -0.053, 0.003, -0.065, -0.148, 0.106, 0.095, 0.097, 0.089, 0.161, 0.041, 0.133]
}